No. 1
Below is C9H25F2NaO4S3 as an isolated structure at a distorted geometry, with properties calculated with ωB97M-V/def2-TZVPD.

Values from the calculation:
Energy above the lowest of the compared OMol25 structures with the same formula, charge and spin in kJ/mol: 47.82
Calculated total energy in eV: -60283.9862
HOMO-LUMO gap in eV: 4.9
Lowest unoccupied orbital energy in eV: 4.10

ORCA input file:
```
! wB97M-V def2-TZVPD RIJCOSX def2/J DEFGRID3
* xyz -2 1
Na -10.655 7.624 21.921
F -11.052 8.285 24.387
F -12.959 7.779 21.521
C -9.082 10.271 18.180
C -8.953 9.027 19.067
C -7.490 8.808 19.463
O -9.785 9.054 20.112
H -8.728 11.156 18.737
H -10.128 10.409 17.921
H -8.419 10.240 17.296
H -9.221 8.143 18.402
H -6.790 8.659 18.625
H -7.403 7.918 20.096
H -7.183 9.657 20.097
C -8.847 6.426 24.411
S -8.285 5.534 22.987
O -9.142 5.905 21.838
C -6.730 6.423 22.773
H -8.862 7.487 24.229
H -8.232 6.130 25.262
H -9.865 6.089 24.604
H -6.132 6.295 23.674
H -6.964 7.463 22.572
H -6.211 5.935 21.948
C -12.196 4.689 23.650
S -13.946 4.684 24.071
O -14.406 6.009 24.482
C -14.514 4.471 22.385
H -11.634 4.525 24.566
H -11.830 5.537 23.067
H -12.011 3.854 22.959
H -13.943 5.083 21.686
H -15.534 4.859 22.390
H -14.526 3.416 22.100
C -9.309 9.992 25.565
S -7.873 10.393 24.559
O -6.917 9.217 24.620
C -8.672 10.383 22.966
H -10.066 9.329 25.024
H -9.770 10.923 25.895
H -8.898 9.442 26.415
H -9.715 10.657 23.131
H -8.664 9.419 22.438
H -8.172 11.072 22.288
*
```

How positive or negative is each atom? The Löwdin charges in e answer that: Na 0.292; F -0.557; F -0.726; C -0.112; C -0.726; C -0.100; O -0.261; H 0.058; H 0.057; H 0.049; H 0.112; H 0.052; H 0.045; H 0.062; C -0.270; S 0.815; O -0.543; C -0.255; H 0.021; H 0.062; H 0.029; H 0.049; H 0.038; H 0.042; C -0.270; S 0.767; O -0.524; C -0.283; H 0.034; H 0.046; H 0.054; H 0.051; H 0.044; H 0.037; C -0.305; S 0.790; O -0.613; C -0.269; H -0.005; H 0.033; H 0.039; H 0.065; H 0.038; H 0.038

---

No. 2
Below is a 6-piece molecular cluster, C9H25N5O12 overall, with properties calculated with ωB97M-V/def2-TZVPD.

Values from the calculation:
SMILES: C[N+](=O)[O-].C[N+](=O)[O-].C[N+](=O)[O-].C[N+](=O)[O-].C[N+](=O)[O-].COCCOC
Energy above the lowest of the compared OMol25 structures with the same formula, charge and spin in kJ/mol: 0.00
Calculated total energy in eV: -41744.0089
HOMO-LUMO gap in eV: 9.6
Lowest unoccupied orbital energy in eV: 0.22

ORCA input file:
```
! wB97M-V def2-TZVPD RIJCOSX def2/J DEFGRID3
* xyz 0 1
C 2.849 0.841 3.256
N 3.087 2.053 4.090
O 2.115 2.662 4.509
O 4.238 2.385 4.260
H 1.916 0.372 3.533
H 3.704 0.190 3.402
H 2.821 1.191 2.228
C -0.572 -0.116 -0.033
N 0.867 -0.055 0.296
O 1.290 -0.776 1.168
O 1.558 0.744 -0.325
H -0.671 0.092 -1.091
H -1.021 0.703 0.529
H -0.963 -1.073 0.271
C 1.540 2.842 -2.596
N 0.115 2.435 -2.442
O -0.273 1.473 -3.069
O -0.569 3.091 -1.680
H 1.995 2.826 -1.615
H 1.531 3.838 -3.026
H 2.014 2.114 -3.243
C -3.391 -1.245 4.204
N -2.471 -1.217 3.024
O -1.278 -1.159 3.225
O -2.996 -1.244 1.929
H -3.978 -0.332 4.140
H -2.785 -1.245 5.099
H -4.030 -2.111 4.083
C 1.642 3.982 1.440
N 0.372 3.496 2.026
O 0.145 2.305 1.944
O -0.340 4.321 2.553
H 2.399 3.969 2.219
H 1.470 4.983 1.064
H 1.926 3.293 0.650
C -1.874 -4.110 -1.449
O -2.598 -3.819 -2.626
C -1.837 -3.284 -3.666
C -1.310 -1.871 -3.439
O -0.208 -1.795 -2.560
C 1.043 -2.043 -3.142
H -1.001 -4.730 -1.681
H -2.560 -4.632 -0.781
H -1.538 -3.218 -0.914
H -2.479 -3.286 -4.548
H -0.983 -3.950 -3.889
H -2.104 -1.240 -3.033
H -1.036 -1.429 -4.410
H 1.282 -3.105 -3.243
H 1.808 -1.568 -2.520
H 1.136 -1.550 -4.123
*
```

How positive or negative is each atom? The Löwdin charges in e answer that: C 0.040; N -0.448; O 0.052; O 0.064; H 0.092; H 0.101; H 0.079; C 0.043; N -0.408; O 0.073; O 0.021; H 0.067; H 0.095; H 0.075; C 0.045; N -0.443; O 0.058; O 0.064; H 0.065; H 0.102; H 0.098; C 0.054; N -0.442; O 0.072; O 0.056; H 0.102; H 0.093; H 0.097; C 0.051; N -0.427; O 0.045; O 0.087; H 0.091; H 0.102; H 0.071; C -0.095; O -0.173; C -0.218; C -0.198; O -0.230; C -0.104; H 0.093; H 0.089; H 0.073; H 0.127; H 0.125; H 0.134; H 0.124; H 0.085; H 0.086; H 0.092

---

No. 3
Below is a 3-piece molecular cluster, C9H25O3S2 overall at a distorted geometry, with properties calculated with ωB97M-V/def2-TZVPD.

Values from the calculation:
Calculated total energy in eV: -37540.6175
HOMO-LUMO gap in eV: 7.2
Lowest unoccupied orbital energy in eV: -5.30

ORCA input file:
```
! wB97M-V def2-TZVPD RIJCOSX def2/J DEFGRID3
* xyz 1 1
C -1.392 -2.214 -1.572
C 0.216 -1.906 -1.441
S 0.699 -0.857 0.034
C -0.116 0.829 0.009
S 0.445 1.864 -1.453
O 1.678 2.981 -0.959
H -2.064 -1.617 -0.816
H -1.619 -3.378 -1.451
H -1.775 -1.927 -2.664
H 0.778 -2.952 -1.322
H 0.594 -1.479 -2.488
H 0.160 1.456 0.985
H -1.298 0.697 -0.041
H 1.079 0.923 -2.322
H 1.328 3.928 -1.036
C -5.907 -3.493 1.232
C -4.655 -2.656 1.024
C -4.894 -1.201 1.395
O -4.255 -2.736 -0.341
H -6.728 -3.135 0.601
H -5.724 -4.536 0.950
H -6.232 -3.465 2.277
H -3.837 -3.060 1.630
H -5.679 -0.761 0.769
H -3.988 -0.608 1.228
H -5.189 -1.104 2.444
H -4.975 -2.379 -0.886
C 4.743 1.896 1.207
C 5.774 2.478 0.252
C 5.588 3.977 0.082
O 5.655 1.840 -1.017
H 3.727 2.050 0.827
H 4.882 0.815 1.310
H 4.819 2.356 2.197
H 6.782 2.273 0.629
H 4.601 4.204 -0.338
H 6.329 4.380 -0.617
H 5.689 4.499 1.038
H 4.763 2.017 -1.359
*
```

How positive or negative is each atom? The Löwdin charges in e answer that: C -0.175; C -0.523; S 0.766; C -0.656; S 1.061; O -0.349; H 0.056; H 0.104; H 0.096; H 0.115; H 0.083; H 0.116; H 0.093; H 0.061; H 0.118; C -0.059; C -0.501; C -0.065; O -0.082; H 0.085; H 0.085; H 0.085; H 0.141; H 0.085; H 0.062; H 0.086; H 0.100; C -0.063; C -0.494; C -0.061; O -0.055; H 0.055; H 0.084; H 0.085; H 0.146; H 0.066; H 0.087; H 0.085; H 0.078

---

No. 4
Below is C9H26ClI2IrN2P2S as an isolated structure at a distorted geometry, with properties calculated with ωB97M-V/def2-TZVPD.

Values from the calculation:
Energy above the lowest of the compared OMol25 structures with the same formula, charge and spin in kJ/mol: 0.00
Calculated total energy in eV: -73689.0636
HOMO-LUMO gap (alpha / beta) in eV: 6.5 / 4.1
Lowest unoccupied orbital energy (alpha / beta) in eV: -7.12 / -9.36

ORCA input file:
```
! wB97M-V def2-TZVPD RIJCOSX def2/J DEFGRID3
* xyz 2 5
I 1.601 1.516 1.059
I 1.510 -0.992 1.250
Ir -0.988 -0.419 -3.581
P -2.320 0.021 -2.032
C -3.211 -0.031 -0.482
C -3.052 1.273 -3.168
H -4.055 0.981 -3.466
H -3.662 -1.490 -3.312
H -2.400 1.467 -4.031
H -1.981 -1.945 -3.765
H -3.076 0.955 0.016
H -3.046 2.138 -2.512
C -2.650 -1.561 -2.922
H -4.299 -0.230 -0.553
H -2.522 -2.246 -2.088
H -2.701 -0.781 0.156
P 2.313 0.219 -1.666
C 3.956 0.287 -0.845
C 2.667 -1.265 -2.686
H 2.046 1.201 -3.908
H 3.744 1.055 -3.319
H 2.691 2.382 -2.730
C 2.723 1.341 -3.053
H 2.062 -1.227 -3.606
H 3.725 -1.148 -2.951
H 4.689 -0.075 -1.557
H 3.979 -0.366 0.023
H 2.448 -2.173 -2.120
H 4.185 1.302 -0.547
Cl 0.452 -0.568 -5.235
C 0.443 1.607 5.323
N 0.387 0.856 4.078
C -0.704 0.268 3.524
S -1.327 0.780 2.016
N -1.340 -0.703 4.227
C -0.777 -1.815 4.971
H -0.317 1.235 6.019
H 0.429 2.710 5.207
H 1.462 1.448 5.714
H 0.992 1.300 3.371
H -2.184 -0.961 3.735
H -1.290 -1.917 5.933
H -0.884 -2.740 4.401
H 0.285 -1.690 5.113
*
```

How positive or negative is each atom? The Löwdin charges in e answer that: I 0.574; I 0.444; Ir 0.775; P 0.602; C -0.279; C -0.236; H 0.071; H 0.083; H 0.038; H 0.023; H 0.021; H 0.060; C -0.363; H 0.091; H 0.066; H 0.031; P 0.493; C -0.391; C -0.323; H -0.008; H 0.050; H 0.042; C -0.303; H -0.069; H 0.046; H 0.046; H -0.028; H 0.038; H 0.024; Cl 0.040; C -0.038; N -0.096; C -0.835; S 0.688; N -0.010; C -0.033; H 0.102; H 0.106; H 0.101; H -0.062; H 0.122; H 0.106; H 0.099; H 0.091

---

No. 5
Below is C9H27ClIOP2Tb as an isolated structure at a distorted geometry, with properties calculated with ωB97M-V/def2-TZVPD.

Values from the calculation:
Calculated total energy in eV: -73439.3714
HOMO-LUMO gap (alpha / beta) in eV: 7.6 / 8.2
Lowest unoccupied orbital energy (alpha / beta) in eV: -7.19 / -6.73

ORCA input file:
```
! wB97M-V def2-TZVPD RIJCOSX def2/J DEFGRID3
* xyz 2 7
C -1.700 -0.009 -5.681
I -1.681 0.134 -3.515
H -0.668 0.069 -6.025
H -2.312 0.816 -6.064
H -2.137 -0.978 -5.945
Tb -0.084 0.009 -0.013
P 0.140 2.477 -0.202
C -1.416 3.270 -0.106
C 1.181 3.091 1.099
H 1.288 4.162 0.927
H 1.031 3.966 -1.748
H 2.170 2.604 1.084
H 1.886 2.388 -1.846
H -1.920 3.067 0.856
H 0.730 2.916 2.091
C 0.907 2.882 -1.743
H -1.226 4.339 -0.200
H 0.277 2.571 -2.594
H -2.090 2.938 -0.913
P 0.151 -2.477 0.162
C -1.397 -3.258 0.379
C 0.926 -3.102 -1.294
H 2.182 -2.405 1.461
H 1.307 -3.971 1.536
H 0.744 -2.572 2.504
C 1.196 -2.889 1.546
H 1.903 -2.622 -1.470
H 1.059 -4.175 -1.140
H -1.203 -4.328 0.440
H -2.073 -3.051 -0.469
H 0.295 -2.929 -2.183
H -1.906 -2.920 1.300
Cl 2.439 -0.012 -0.236
C 0.372 -0.428 4.404
C 0.755 0.144 3.072
O -0.522 0.173 2.175
H -0.361 0.214 4.894
H 1.290 -0.427 5.007
H -0.009 -1.441 4.351
H 1.090 1.143 3.148
H 1.481 -0.452 2.507
H -1.007 -0.590 2.392
*
```

How positive or negative is each atom? The Löwdin charges in e answer that: C -0.461; I 0.703; H 0.013; H 0.020; H 0.017; Tb 1.011; P 0.509; C -0.249; C -0.243; H 0.074; H 0.072; H 0.052; H 0.048; H 0.074; H 0.056; C -0.260; H 0.073; H 0.022; H 0.064; P 0.521; C -0.252; C -0.250; H 0.053; H 0.074; H 0.046; C -0.238; H 0.049; H 0.074; H 0.074; H 0.074; H 0.062; H 0.067; Cl 0.022; C -0.041; C -0.181; O -0.257; H 0.106; H 0.117; H 0.082; H 0.092; H 0.068; H 0.046